No. 1
{"formula": "C2H3I3Si", "method": "ωB97M-V/def2-TZVPD", "smiles": "C=C[Si](I)(I)I", "total_charge": 0, "symbols": ["C", "C", "Si", "I", "I", "I", "H", "H", "H"], "positions_angstrom": [[-0.645, 0.146, 1.545], [-0.811, -0.057, 0.181], [0.666, 0.006, -1.121], [2.760, 0.407, 0.136], [0.563, -2.059, -2.452], [0.163, 1.928, -2.599], [-1.312, -0.278, 2.273], [0.241, 0.626, 2.098], [-1.626, -0.718, -0.062]]}

---

No. 2
{"formula": "C6H12N2OSi", "method": "ωB97M-V/def2-TZVPD", "total_charge": 0, "symbols": ["C", "C", "C", "C", "C", "C", "N", "N", "O", "Si", "H", "H", "H", "H", "H", "H", "H", "H", "H", "H", "H", "H"], "positions_angstrom": [[-1.965, -1.784, -0.379], [-3.382, -1.566, -0.088], [-1.134, -0.756, -0.436], [1.902, -1.210, -0.313], [0.448, 0.788, 1.487], [0.933, 1.490, -1.623], [-3.700, -0.341, 0.282], [-2.863, 0.593, 0.021], [-3.059, 1.739, 0.786], [0.487, 0.107, -0.235], [-1.673, -2.807, -0.603], [-4.211, -2.356, -0.195], [2.905, -0.728, -0.446], [1.991, -1.878, 0.600], [2.028, -1.884, -1.263], [1.584, 0.877, 1.863], [0.061, 1.769, 1.472], [-0.203, 0.169, 2.187], [1.215, 1.137, -2.604], [-0.069, 2.032, -1.756], [1.748, 2.061, -1.131], [-3.169, 1.511, 1.729]]}

---

Calculated HOMO-LUMO gap, 8.953; 7.432 eV (same order as the records).
Calculated ΔE to the lowest compared entry with this formula, charge and spin, 13.3; 507.8 kJ/mol (same order as the records).